Record 1
This record from OMol25 describes a molecular structure, BrClHIN2 at a distorted geometry. The level of theory is ωB97M-V with the def2-TZVPD basis set.

The electronic energy is -3441.90920 Eh. The calculation puts the LUMO energy at -1.07 eV. The value obtained for the relative energy (zero: lowest compared OMol25 entry of this formula, charge and spin) is 25.2 kJ/mol. As for the frontier orbital gap: 8.9 eV.

Geometry as XYZ:
```
6
Properties=species:S:1:pos:R:3:nbo_charge:R:1
N 0.74928 0.77537 -0.00381 -0.162
N 1.45973 0.29858 -0.88904 -0.259
Cl -0.48665 1.77935 -0.62854 0.124
Br -1.75571 -1.04066 0.41078 -0.180
I 2.68292 -1.22832 -0.18056 0.292
H -2.64956 -0.58432 1.29118 0.185
```



Record 2
This record from OMol25 describes BrClHNO2S in the gas phase at a distorted geometry. The level of theory is ωB97M-V with the def2-TZVPD basis set.

As for the spin multiplicity: 3. The electronic energy is -3638.00397 Eh. The calculation puts the LUMO energy (spin up / spin down) at -0.06 / -4.83 eV. Its expectation value of S² is 2.0120. The value obtained for the relative energy (zero: lowest compared OMol25 entry of this formula, charge and spin) is 0.0 kJ/mol. As for the frontier orbital gap (spin up / spin down): 7.6 / 5.7 eV.

Geometry as XYZ:
```
7
Properties=species:S:1:pos:R:3:nbo_charge:R:1
N 0.61087 -0.14621 -0.30419 -0.546
O 0.03599 -2.69129 -1.23296 -0.840
O 0.12608 -0.85272 -2.99602 -0.845
S -0.23912 -1.32849 -1.67483 1.755
Cl 1.08446 1.20824 -1.14803 0.340
Br -2.44657 -1.02619 -1.62687 -0.212
H 1.24362 -0.88576 -0.32467 0.348
```



Copy entry 1 word for word.
This record from OMol25 describes a molecular structure, BrClHIN2 at a distorted geometry. The level of theory is ωB97M-V with the def2-TZVPD basis set.

The electronic energy is -3441.90920 Eh. The calculation puts the LUMO energy at -1.07 eV. The value obtained for the relative energy (zero: lowest compared OMol25 entry of this formula, charge and spin) is 25.2 kJ/mol. As for the frontier orbital gap: 8.9 eV.

Geometry as XYZ:
```
6
Properties=species:S:1:pos:R:3:nbo_charge:R:1
N 0.74928 0.77537 -0.00381 -0.162
N 1.45973 0.29858 -0.88904 -0.259
Cl -0.48665 1.77935 -0.62854 0.124
Br -1.75571 -1.04066 0.41078 -0.180
I 2.68292 -1.22832 -0.18056 0.292
H -2.64956 -0.58432 1.29118 0.185
```



> relative energy (zero: lowest compared OMol25 entry of this formula, charge and spin) of number 1 (BrClHIN2)?

25.2 kJ/mol



> What is the electronic energy in the first record?

-3441.90920 Eh



> Among the records above, which one has the lowest relative energy (zero: lowest compared OMol25 entry of this formula, charge and spin)?

BrClHNO2S